1.
DFT (wB97M-V/def2-TZVPD) results for a molecular structure, C75H165N10O12.

HOMO energy	-0.5213	hartree
F_max	7.41	eV Å⁻¹
2S+1	1
charge	+5
frontier orbital gap	4.8	eV

CARTESIAN COORDINATES (ANGSTROEM)
N1 0.708 0.842 0.505
O1 -0.249 0.623 -0.209
O2 1.543 -0.131 0.607
O3 0.811 1.938 1.014
C1 7.403 1.421 -1.850
C2 6.795 2.672 -1.167
C3 5.869 2.305 0.031
N2 4.816 3.375 0.277
C4 3.918 3.532 -0.931
C5 5.317 4.676 0.858
C6 5.423 4.560 2.392
C7 4.583 3.361 2.722
C8 3.957 2.844 1.449
H1 8.154 1.871 -2.499
H2 6.670 0.912 -2.476
H3 7.922 0.842 -1.086
H4 6.146 3.211 -1.857
H5 7.559 3.407 -0.913
H6 6.511 2.144 0.897
H7 5.370 1.347 -0.113
H8 3.571 2.573 -1.316
H9 4.466 4.194 -1.601
H10 3.115 4.219 -0.666
H11 4.670 5.530 0.657
H12 6.274 4.965 0.424
H13 4.949 5.488 2.712
H14 6.435 4.681 2.779
H15 3.882 3.472 3.549
H16 5.189 2.534 3.092
H17 2.942 3.220 1.322
H18 3.891 1.764 1.580
C9 -1.580 -2.043 7.973
C10 -1.383 -1.127 6.766
C11 0.016 -0.919 6.214
N3 0.101 -0.041 4.819
C12 -0.700 -0.692 3.666
C13 1.546 0.054 4.478
C14 2.012 1.358 5.052
C15 0.818 2.215 4.525
C16 -0.420 1.409 4.905
H19 -1.222 -1.508 8.853
H20 -0.894 -2.871 7.789
H21 -2.590 -2.398 8.175
H22 -1.917 -0.180 6.830
H23 -1.955 -1.655 6.003
H24 0.503 -1.836 5.882
H25 0.634 -0.373 6.927
H26 -1.773 -0.509 3.709
H27 -0.450 -1.751 3.612
H28 -0.414 -0.089 2.804
H29 1.756 0.008 3.409
H30 1.961 -0.861 4.901
H31 3.022 1.643 4.758
H32 1.959 1.273 6.137
H33 1.020 2.446 3.479
H34 0.720 3.184 5.015
H35 -1.313 1.680 4.341
H36 -0.715 1.539 5.946
C17 1.050 -3.584 -0.252
C18 1.051 -4.606 0.947
C19 -0.370 -5.278 1.131
N4 -0.216 -6.760 1.642
C20 0.601 -6.986 2.906
C21 0.414 -7.581 0.453
C22 -0.781 -8.526 0.125
C23 -2.076 -7.830 0.620
C24 -1.649 -7.194 1.951
H37 0.164 -3.068 -0.621
H38 1.306 -3.914 -1.259
H39 1.753 -2.797 0.022
H40 1.224 -4.159 1.926
H41 1.909 -5.276 0.884
H42 -0.838 -5.331 0.148
H43 -0.862 -4.794 1.974
H44 1.628 -6.624 2.871
H45 0.521 -8.011 3.269
H46 0.029 -6.379 3.608
H47 1.196 -8.266 0.781
H48 0.635 -6.894 -0.364
H49 -0.613 -9.518 0.544
H50 -0.841 -8.763 -0.937
H51 -2.968 -8.455 0.674
H52 -2.499 -7.015 0.032
H53 -1.677 -7.645 2.943
H54 -2.298 -6.348 2.177
C25 -5.295 3.593 2.269
C26 -3.811 3.884 2.494
C27 -3.539 5.289 1.904
N5 -2.031 5.404 1.592
C28 -1.493 4.212 0.728
C29 -1.264 5.568 2.960
C30 -0.065 6.538 2.582
C31 -0.808 7.531 1.708
C32 -1.789 6.773 0.890
H55 -5.735 2.718 2.748
H56 -5.479 3.480 1.201
H57 -5.981 4.431 2.388
H58 -3.372 3.019 1.998
H59 -3.572 3.805 3.554
H60 -3.824 6.083 2.594
H61 -4.151 5.447 1.016
H62 -0.515 4.537 0.374
H63 -2.089 3.982 -0.155
H64 -1.252 3.405 1.421
H65 -1.046 4.572 3.345
H66 -1.992 5.969 3.665
H67 0.718 5.995 2.053
H68 0.349 6.760 3.565
H69 -0.055 7.961 1.048
H70 -1.342 8.169 2.411
H71 -1.368 6.654 -0.108
H72 -2.683 7.390 0.805
C33 0.455 -1.296 -3.794
C34 1.459 -2.344 -4.253
C35 0.746 -3.454 -5.126
N6 1.580 -4.756 -5.267
C36 2.884 -4.447 -6.080
C37 0.725 -5.839 -5.966
C38 0.618 -7.045 -4.991
C39 2.005 -6.936 -4.206
C40 1.978 -5.413 -3.932
H73 -0.423 -1.739 -3.325
H74 0.076 -0.698 -4.622
H75 0.799 -0.575 -3.053
H76 2.110 -2.704 -3.456
H77 2.086 -1.775 -4.940
H78 0.545 -3.056 -6.120
H79 -0.257 -3.730 -4.798
H80 3.515 -5.318 -6.255
H81 3.263 -3.690 -5.393
H82 2.540 -4.146 -7.070
H83 1.204 -6.047 -6.923
H84 -0.311 -5.589 -6.195
H85 0.454 -8.033 -5.420
H86 -0.262 -6.926 -4.359
H87 2.819 -7.254 -4.857
H88 1.949 -7.470 -3.257
H89 2.924 -5.163 -3.451
H90 1.229 -5.144 -3.187
C41 -3.346 0.796 -0.193
C42 -3.692 -0.608 0.315
C43 -4.337 -0.604 1.780
N7 -4.560 -2.025 2.322
C44 -3.342 -2.991 2.151
C45 -5.626 -2.718 1.439
C46 -6.481 -3.572 2.343
C47 -5.825 -3.536 3.740
C48 -5.152 -2.229 3.751
H91 -2.593 1.167 0.503
H92 -4.228 1.436 -0.174
H93 -2.912 0.703 -1.188
H94 -2.822 -1.260 0.239
H95 -4.421 -0.927 -0.429
H96 -5.298 -0.090 1.809
H97 -3.645 -0.118 2.469
H98 -2.630 -2.597 2.876
H99 -2.935 -3.099 1.146
H100 -3.586 -3.977 2.546
H101 -5.058 -3.157 0.619
H102 -6.375 -2.069 0.987
H103 -6.634 -4.605 2.033
H104 -7.479 -3.132 2.367
H105 -5.254 -4.452 3.892
H106 -6.649 -3.544 4.453
H107 -4.338 -2.093 4.463
H108 -5.903 -1.457 3.921
C49 4.588 -1.827 -0.236
C50 4.878 -3.151 0.524
C51 5.793 -2.843 1.706
N8 5.871 -4.127 2.648
C52 6.653 -5.233 1.889
C53 4.563 -4.658 3.246
C54 4.131 -3.585 4.179
C55 5.355 -3.193 4.878
C56 6.561 -3.600 3.961
H109 3.863 -1.187 0.267
H110 4.220 -2.025 -1.243
H111 5.508 -1.242 -0.236
H112 5.502 -3.767 -0.123
H113 3.930 -3.593 0.830
H114 5.448 -1.984 2.281
H115 6.793 -2.473 1.481
H116 6.796 -6.078 2.562
H117 7.637 -4.778 1.777
H118 6.043 -5.549 1.043
H119 4.813 -5.565 3.797
H120 3.865 -4.960 2.466
H121 3.371 -3.979 4.854
H122 3.609 -2.740 3.729
H123 5.249 -3.845 5.745
H124 5.426 -2.173 5.256
H125 7.107 -4.481 4.298
H126 7.284 -2.824 3.708
C57 4.095 5.668 -4.500
C58 2.817 5.229 -4.982
C59 2.052 4.746 -3.722
N9 0.521 4.417 -4.081
C60 -0.245 5.603 -4.574
C61 -0.156 3.893 -2.809
C62 -1.261 2.926 -3.207
C63 -0.998 2.593 -4.730
C64 0.406 3.229 -5.028
H127 4.100 6.413 -3.705
H128 4.767 6.106 -5.237
H129 4.582 4.885 -3.918
H130 2.895 4.522 -5.807
H131 2.320 6.158 -5.262
H132 1.939 5.475 -2.919
H133 2.478 3.816 -3.345
H134 -0.100 6.442 -3.893
H135 -1.259 5.222 -4.697
H136 0.189 6.007 -5.489
H137 -0.454 4.707 -2.148
H138 0.539 3.408 -2.124
H139 -2.199 3.428 -2.972
H140 -1.227 2.005 -2.625
H141 -1.758 3.127 -5.301
H142 -1.063 1.528 -4.952
H143 0.588 3.610 -6.033
H144 1.162 2.454 -4.897
C65 -4.245 0.363 -3.970
C66 -4.820 1.776 -3.574
C67 -6.346 1.550 -3.439
N10 -7.180 2.752 -2.864
C68 -7.336 3.830 -3.997
C69 -6.484 3.196 -1.494
C70 -7.549 4.080 -0.959
C71 -8.884 3.332 -1.190
C72 -8.643 2.303 -2.296
H145 -4.691 -0.341 -3.267
H146 -3.160 0.356 -3.870
H147 -4.503 -0.002 -4.964
H148 -4.452 2.572 -4.223
H149 -4.464 2.070 -2.587
H150 -6.603 0.716 -2.786
H151 -6.806 1.404 -4.416
H152 -6.347 4.079 -4.381
H153 -7.961 4.638 -3.614
H154 -7.952 3.467 -4.820
H155 -5.647 3.885 -1.609
H156 -6.227 2.312 -0.909
H157 -7.484 5.078 -1.391
H158 -7.274 4.131 0.095
H159 -9.716 3.992 -1.435
H160 -9.210 2.828 -0.279
H161 -9.294 2.279 -3.170
H162 -8.431 1.309 -1.902
O4 3.217 0.338 -4.628
C73 4.211 1.200 -4.838
O5 4.629 1.649 -3.800
O6 4.450 1.716 -5.879
H163 3.616 0.456 -3.763
O7 3.612 7.131 -1.405
C74 2.557 7.299 -0.653
O8 1.643 6.489 -0.781
O9 2.568 8.200 0.191
H164 3.954 7.978 -1.110
O10 -2.902 -2.802 -1.411
C75 -2.918 -4.112 -1.803
O11 -1.905 -4.578 -2.349
O12 -3.884 -4.815 -1.412
H165 -1.975 -2.836 -1.659

2.
DFT (wB97M-V/def2-TZVPD) results for a molecular structure, C2H3FNO2S3.

HOMO energy (alpha / beta)	-0.2159 / -0.2159	hartree
F_max	3.51	eV Å⁻¹
2S+1	1
relative energy (zero: lowest compared OMol25 entry of this formula, charge and spin)	0.0000	eV
charge	-1
frontier orbital gap (alpha / beta)	7.7 / 7.7	eV

CARTESIAN COORDINATES (ANGSTROEM)
C1 -2.772 0.297 0.046
C2 1.995 0.108 0.075
N1 1.678 -0.911 -0.536
O1 -1.826 0.191 0.819
O2 -3.973 0.182 0.102
F1 -2.204 0.645 -1.329
S1 1.272 1.108 1.370
S2 3.528 0.993 -0.447
S3 -0.172 -2.094 0.232
H1 0.083 0.531 1.071
H2 3.519 0.109 -1.502
H3 -1.126 -1.158 0.099

3.
DFT (wB97M-V/def2-TZVPD) results for a molecular structure, C24H21ClIrN2O4PS2.

HOMO energy (alpha / beta)	-0.2951 / -0.2951	hartree
F_max	4.06	eV Å⁻¹
2S+1	1
relative energy (zero: lowest compared OMol25 entry of this formula, charge and spin)	1.3374	eV
charge	0
frontier orbital gap (alpha / beta)	6.0 / 6.0	eV

CARTESIAN COORDINATES (ANGSTROEM)
Ir1 0.599 -0.417 -0.152
C1 -0.817 2.501 0.680
N1 -0.921 1.321 -0.130
C2 -1.901 1.203 -0.960
C3 -1.990 0.058 -1.765
C4 -2.986 -0.386 -2.659
C5 -2.550 -1.605 -3.137
C6 -1.312 -1.859 -2.526
N2 -0.976 -0.859 -1.709
C7 -1.089 2.183 2.135
C8 -2.325 1.677 2.527
C9 -2.577 1.415 3.862
C10 -1.600 1.640 4.818
C11 -0.371 2.142 4.427
C12 -0.112 2.409 3.094
H1 -1.531 3.262 0.326
H2 0.198 2.895 0.584
H3 -2.654 1.986 -1.061
H4 -3.897 0.134 -2.887
H5 -3.052 -2.241 -3.837
H6 -0.683 -2.721 -2.657
H7 -3.093 1.491 1.788
H8 -3.539 1.026 4.160
H9 -1.792 1.422 5.860
H10 0.398 2.323 5.163
H11 0.856 2.790 2.802
S1 2.075 -2.109 -1.416
P1 1.543 -3.187 0.216
S2 -0.189 -2.553 1.067
C13 1.385 -4.947 -0.228
C14 2.226 -5.485 -1.192
C15 2.186 -6.843 -1.453
C16 1.305 -7.658 -0.759
C17 0.454 -7.111 0.188
C18 0.494 -5.756 0.461
C19 2.919 -3.251 1.410
C20 2.713 -3.093 2.772
C21 3.787 -3.250 3.631
C22 5.041 -3.560 3.135
C23 5.240 -3.699 1.771
C24 4.179 -3.540 0.903
H12 2.894 -4.839 -1.743
H13 2.848 -7.256 -2.199
H14 1.283 -8.717 -0.963
H15 -0.244 -7.738 0.719
H16 -0.168 -5.317 1.194
H17 1.735 -2.827 3.151
H18 3.636 -3.126 4.693
H19 5.877 -3.689 3.808
H20 6.218 -3.930 1.377
H21 4.325 -3.614 -0.166
O1 2.736 0.619 0.153
Cl1 2.806 0.608 1.598
O2 3.880 -0.191 2.031
O3 2.897 1.926 2.078
O4 1.557 0.009 2.016

4.
DFT (wB97M-V/def2-TZVPD) results for 2 unconnected molecules or ions with the total composition C2H4ClP.

SMILES	CC#P.Cl
HOMO energy	-0.3427	hartree
F_max	3.42	eV Å⁻¹
2S+1	1
relative energy (zero: lowest compared OMol25 entry of this formula, charge and spin)	1.2493	eV
charge	0
frontier orbital gap	10.2	eV

CARTESIAN COORDINATES (ANGSTROEM)
C1 0.566 -0.213 0.977
C2 0.705 -1.504 0.274
P1 0.228 1.156 1.613
Cl1 -1.525 2.309 -1.593
H1 -2.215 3.381 -1.446
H2 0.056 -1.272 -0.513
H3 0.450 -2.348 0.843
H4 1.736 -1.509 -0.155

5.
DFT (wB97M-V/def2-TZVPD) results for 2 unconnected molecules or ions with the total composition C2HN3OS.

HOMO energy (alpha / beta)	-0.3107 / -0.3095	hartree
F_max	3.24	eV Å⁻¹
2S+1	1
relative energy (zero: lowest compared OMol25 entry of this formula, charge and spin)	1.1036	eV
charge	0
frontier orbital gap (alpha / beta)	6.8 / 6.8	eV

CARTESIAN COORDINATES (ANGSTROEM)
C1 1.957 0.338 -0.274
C2 -1.618 0.421 0.317
N1 1.721 -0.661 0.364
N2 1.481 -1.786 0.599
N3 -1.801 -0.458 -0.459
O1 -1.484 1.368 0.953
S1 2.279 1.799 -0.799
H1 -2.536 -1.022 -0.702

6.
DFT (wB97M-V/def2-TZVPD) results for a molecular structure, C2H5B.

HOMO energy	-0.3762	hartree
F_max	4.73	eV Å⁻¹
2S+1	1
relative energy (zero: lowest compared OMol25 entry of this formula, charge and spin)	1.3489	eV
charge	0
frontier orbital gap	10.0	eV

CARTESIAN COORDINATES (ANGSTROEM)
B1 -0.314 0.644 1.214
C1 0.023 -0.852 -1.027
C2 0.243 0.147 -0.168
H1 0.481 1.134 1.949
H2 -1.409 0.387 1.475
H3 0.512 -0.976 -2.019
H4 -0.816 -1.543 -0.903
H5 1.281 1.060 -0.520

7.
DFT (wB97M-V/def2-TZVPD) results for 6 unconnected molecules or ions with the total composition C34H36F15NO10S.

SMILES	C=Cc1ccc2c(c1)Sc1ccccc1N2.CCOC(=O)C(F)(F)F.CCOC(=O)C(F)(F)F.CCOC(=O)C(F)(F)F.CCOC(=O)C(F)(F)F.CCOC(=O)C(F)(F)F
HOMO energy	-0.2924	hartree
F_max	2.66	eV Å⁻¹
2S+1	1
charge	0
frontier orbital gap	8.4	eV

CARTESIAN COORDINATES (ANGSTROEM)
C1 -3.446 -0.782 -3.491
C2 -4.301 -1.402 -2.692
C3 -3.888 -1.652 -1.283
C4 -4.278 -0.898 -0.214
C5 -3.864 -1.190 1.042
C6 -3.012 -2.229 1.284
C7 -2.614 -2.946 0.200
C8 -3.041 -2.687 -1.053
S1 -1.449 -4.254 0.508
C9 -0.453 -3.419 1.725
C10 0.904 -3.497 1.737
C11 1.558 -2.792 2.686
C12 0.903 -2.075 3.626
C13 -0.455 -2.007 3.619
C14 -1.132 -2.665 2.632
N1 -2.541 -2.557 2.571
H1 -3.583 -0.778 -4.564
H2 -2.546 -0.315 -3.102
H3 -5.253 -1.744 -3.093
H4 -4.937 -0.063 -0.424
H5 -4.170 -0.580 1.888
H6 -2.657 -3.318 -1.846
H7 1.419 -4.077 0.982
H8 2.643 -2.786 2.722
H9 1.438 -1.540 4.389
H10 -1.039 -1.429 4.330
H11 -2.913 -1.951 3.291
C15 4.297 -3.433 9.963
C16 3.133 -3.929 9.133
O1 2.363 -2.828 8.614
C17 2.831 -2.257 7.507
O2 3.824 -2.574 6.913
C18 1.876 -1.142 7.056
F1 1.479 -0.370 8.079
F2 0.768 -1.663 6.492
F3 2.448 -0.337 6.154
H12 3.948 -2.766 10.752
H13 4.826 -4.271 10.416
H14 5.003 -2.870 9.351
H15 2.450 -4.506 9.755
H16 3.463 -4.578 8.323
C19 0.402 0.825 1.812
C20 -0.771 0.251 1.041
O3 -1.665 1.286 0.575
C21 -1.400 1.938 -0.548
O4 -0.461 1.779 -1.280
C22 -2.553 2.930 -0.789
F4 -2.890 3.575 0.341
F5 -3.654 2.287 -1.219
F6 -2.273 3.871 -1.699
H17 0.046 1.471 2.617
H18 1.004 0.031 2.242
H19 1.041 1.435 1.171
H20 -1.373 -0.365 1.701
H21 -0.445 -0.381 0.215
C23 6.721 -3.335 -1.392
C24 5.258 -3.275 -1.009
O5 4.868 -4.450 -0.271
C25 5.147 -4.445 1.030
O6 5.688 -3.559 1.634
C26 4.622 -5.737 1.676
F7 4.911 -6.823 0.941
F8 3.284 -5.683 1.810
F9 5.144 -5.930 2.890
H22 6.935 -4.255 -1.938
H23 6.986 -2.483 -2.016
H24 7.358 -3.328 -0.507
H25 4.637 -3.262 -1.903
H26 5.027 -2.375 -0.439
C27 -3.310 6.556 -2.379
C28 -3.978 7.897 -2.596
O7 -3.558 8.492 -3.837
C29 -4.202 8.067 -4.920
O8 -5.084 7.251 -4.939
C30 -3.686 8.809 -6.163
F10 -2.345 8.886 -6.174
F11 -4.166 10.064 -6.198
F12 -4.067 8.192 -7.285
H27 -2.225 6.650 -2.433
H28 -3.582 6.154 -1.404
H29 -3.609 5.840 -3.143
H30 -3.681 8.591 -1.812
H31 -5.064 7.817 -2.567
C31 0.865 3.392 -6.768
C32 -0.166 2.903 -5.771
O9 -0.681 1.618 -6.166
C33 0.088 0.587 -5.832
O10 1.135 0.655 -5.251
C34 -0.565 -0.735 -6.262
F13 -1.065 -0.675 -7.508
F14 -1.576 -1.083 -5.439
F15 0.320 -1.735 -6.240
H32 0.447 3.407 -7.775
H33 1.200 4.395 -6.509
H34 1.734 2.733 -6.786
H35 -1.019 3.581 -5.747
H36 0.243 2.855 -4.762

8.
DFT (wB97M-V/def2-TZVPD) results for 2 unconnected molecules or ions with the total composition C4H11N2O.

HOMO energy (alpha / beta)	-0.3307 / -0.5426	hartree
⟨S²⟩	2.01
F_max	11.11	eV Å⁻¹
2S+1	3
relative energy (zero: lowest compared OMol25 entry of this formula, charge and spin)	3.0920	eV
charge	+1
frontier orbital gap (alpha / beta)	5.9 / 7.2	eV

CARTESIAN COORDINATES (ANGSTROEM)
C1 -0.891 -1.288 -0.569
C2 0.707 -2.932 -1.421
C3 -0.322 1.525 0.314
C4 -0.355 3.742 1.005
N1 -0.101 -2.277 -0.432
N2 0.156 0.319 0.090
O1 0.403 2.572 0.585
H1 -1.647 -0.935 0.190
H2 -1.040 -0.767 -1.525
H3 0.656 -2.394 -2.350
H4 1.622 -3.245 -1.100
H5 -1.456 1.748 0.114
H6 0.258 4.650 0.918
H7 -0.627 3.434 2.098
H8 -1.403 3.720 0.510
H9 -0.119 -2.607 0.548
H10 0.164 -3.847 -1.517
H11 1.075 0.080 0.157